1.
Entry from the Open Molecules 2025 dataset: a cluster of 6 separate species, C33H66Cl2NO7 in total (ωB97M-V/def2-TZVPD).

The geometry in XYZ format:
```
109
Properties=species:S:1:pos:R:3:mulliken_charge:R:1
H -2.67659 1.10918 -0.84129 0.2423
H 2.19088 0.74371 -0.26979 0.2831
O 1.29670 -1.09397 -0.72475 -0.3945
C 3.12016 -7.44666 -2.87557 -0.4409
H 2.59343 6.36336 -3.34289 0.3720
C -3.78353 7.84764 0.44091 -0.5714
H 3.75531 -6.66590 -3.29733 0.4003
H 6.55751 -2.82004 3.87302 0.2556
H -4.09135 0.19856 1.48809 0.3421
Cl -1.66991 5.15783 2.52434 -0.0817
H -4.50710 3.24202 1.15695 0.3696
Cl -1.86154 0.77633 3.08873 -0.0039
C 1.70927 -7.42529 -3.42999 -0.2969
C -4.08240 2.33808 0.58097 -1.3764
C 1.17183 5.56319 -1.88732 -0.1976
H -5.87488 7.35778 0.41093 0.2517
C 1.12776 0.32163 -0.41174 0.1954
H -1.29910 2.57480 -1.89240 0.4548
C -4.87679 6.98843 -1.45991 -0.5184
C 0.33801 1.13889 -1.53104 -0.9947
H -6.90712 1.72576 1.16455 0.3480
H 1.11781 1.76337 -2.09711 0.3324
C 1.52412 -1.85242 1.83451 -0.7859
C -6.08017 1.33251 1.85224 -1.3814
H 0.61530 3.77950 1.36396 -0.0247
H 3.09676 -7.31896 -1.78788 0.1720
H -0.63743 -5.74648 1.96534 0.2269
C 0.33171 3.09939 2.23182 -0.4268
O -3.85849 6.04433 -1.09476 -0.4211
C 0.88590 -1.91764 0.35705 0.7677
O -0.04488 -2.71798 0.13942 -0.5461
H -3.63370 5.73861 0.92280 -0.3648
H -4.49366 7.58990 -2.29076 0.2788
H 0.64785 -1.84834 2.55975 0.2867
H 4.65118 -2.15476 0.64459 0.1629
H 2.24634 -10.52575 -3.67187 0.2742
C 2.07759 7.72876 -1.70546 -0.6017
C 1.73942 6.67937 -2.74210 -0.6590
H -5.82034 2.21955 2.54099 0.3615
H 1.23850 7.83540 0.30677 0.3080
H 0.07628 8.16644 -0.99503 0.2602
H 1.96418 4.90050 -1.52085 0.2251
C -3.28767 6.44297 0.15907 0.7256
H -3.12849 8.57904 -0.04299 0.2633
H 1.99577 -0.80371 1.90629 0.2886
C 0.18599 -8.40251 0.93756 -0.3756
C -1.89623 1.44354 -0.06429 -0.5011
H 4.39401 -9.21136 -2.59996 0.3391
H -1.08054 3.28633 3.92242 0.4424
H 1.05797 -5.42796 1.53978 0.0723
C 6.76499 -2.35985 1.08328 -0.5285
H 0.62981 0.38636 0.60991 -0.2399
O 1.20545 -8.76373 -3.33407 -0.4091
C -5.13771 7.84476 -0.23593 -0.5830
H -5.76808 6.45583 -1.79801 0.3035
H -0.82822 -5.54626 -0.43743 0.3786
H 0.96803 7.06125 -3.41832 0.2771
C -0.13089 -6.30006 -0.06894 -0.1276
N -2.57436 2.39392 0.86006 0.6015
H -0.32779 -9.22610 1.43782 0.2966
H 3.88421 -8.89407 -4.26576 0.2619
C 6.72073 -3.64761 1.87583 -0.5208
H -0.30645 3.08571 -0.45366 -0.4504
H -0.65558 -8.17822 -1.06780 0.3371
C -0.74764 2.17108 -0.96403 0.1360
H 7.53984 -1.70103 1.48825 0.2699
H 6.18138 -4.41349 1.30912 0.2378
H 2.28812 -2.66984 2.02549 0.2460
H 2.14528 8.73967 -2.10949 0.3450
H 5.35014 -4.07339 3.51921 0.2718
H 1.05354 -6.74514 -2.88185 0.1450
C 0.94609 7.56472 -0.70995 -0.4808
H -4.24762 2.60397 -0.52659 0.5426
C -2.26886 2.36045 2.31560 -0.1934
C 5.39338 -1.77433 1.35603 -0.2733
H -0.11712 0.42096 -2.30482 0.3333
C 3.57033 -8.85044 -3.21790 -0.5723
H 1.70264 -7.13997 -4.48762 0.2991
C 5.91461 -3.24112 3.09318 -0.4001
H 5.38726 -0.68250 1.31562 0.2591
H 0.47459 1.99172 2.03555 -0.0515
O 0.56523 -7.41074 1.90308 -0.4547
C -5.34912 0.17691 -0.33583 -1.2132
H 1.10195 -8.79026 0.47792 0.1605
H -2.31722 3.35615 0.53251 0.0246
H -6.26629 -0.44692 -0.04656 0.3711
H -3.21646 2.73927 2.85055 0.3074
H -5.58217 0.92497 -1.16322 0.2892
C -1.13128 3.42166 2.78200 -0.1923
H -3.82479 8.07933 1.50653 0.3742
H 3.03285 7.48557 -1.22918 0.2592
O 5.00820 -2.21172 2.66777 -0.4040
H -2.19800 6.38650 0.10063 -0.1292
C 0.22104 -6.11509 1.39345 -0.1811
H 6.96183 -2.50507 0.01999 0.3275
H -1.46361 0.49371 0.36341 0.3486
H 2.17897 -9.97009 -1.98618 0.2052
C -0.68810 -7.70412 -0.08514 -0.5034
C -4.76383 0.95228 0.97387 0.8646
C 2.29347 -9.64609 -3.02628 -0.3561
O 0.55649 6.18347 -0.74929 -0.2832
H -4.55397 -0.58894 -0.66607 0.3082
H -6.43543 0.44273 2.45832 0.3614
H -1.72844 -7.69439 0.25647 0.2873
H 7.70572 -4.04176 2.12964 0.3432
H 0.43262 4.96045 -2.42140 0.1827
H 1.06464 3.36638 3.07886 0.4173
H 0.77676 -6.25496 -0.67989 -0.1401
H -5.50680 8.84063 -0.48444 0.3759
```

- E_HOMO (eV) = -10.6
- frontier orbital gap (eV) = 8.41
- multiplicity = 1
- net charge = +1

2.
Entry from the Open Molecules 2025 dataset: a structure of composition C33H53N2O2P2SSn (ωB97M-V/def2-TZVPD).

The geometry in XYZ format:
```
94
Properties=species:S:1:pos:R:3:mulliken_charge:R:1
C 3.01271 -1.00294 0.76533 -1.2297
H -3.15636 3.33562 1.04916 0.3133
H -3.06066 2.15555 -4.69532 0.5000
H 3.66289 3.25893 0.43088 0.5938
P 1.95671 0.16669 1.73640 0.5933
H 2.98564 0.44332 -4.40216 0.5906
H -2.15637 -2.91144 -4.85626 0.5282
C 0.56452 0.26341 4.15687 -1.7890
C -2.44899 -2.48341 -2.10085 -1.5131
H 5.12449 -1.14477 -0.96369 0.5998
H -4.39721 1.43130 -2.63270 0.5684
C -1.44323 -1.88909 -3.10529 1.8452
C -3.72183 2.46389 1.39447 -0.9536
C 2.40760 2.74022 2.76730 -1.6649
H 0.31773 -2.78773 -2.16546 -0.3864
C -2.28339 1.40422 -4.48760 -1.6806
C 1.09648 -2.01092 3.28877 -1.8374
N 1.89014 -0.36870 -1.32556 0.8223
H 4.03395 -0.98558 1.17039 0.8119
H 0.33204 -0.20773 5.12458 0.5120
H -0.36280 0.30516 3.57066 0.2819
H 0.17174 -2.03355 2.70271 0.1616
H 4.54294 0.97047 3.24156 0.2902
H 3.57669 1.65231 -0.32430 0.3711
C 0.75098 -7.47305 0.23511 -0.3762
H -1.32268 1.80885 -4.82644 0.3716
C 4.48253 1.41924 2.24449 -1.6602
H -4.02025 -0.23371 -3.09766 0.3018
C 3.04267 1.71877 1.80613 1.7196
H -1.34565 -1.38566 -5.23817 0.4179
H -3.64525 0.34256 -1.44293 0.2528
C 3.08273 2.32324 0.38895 -1.4206
H 2.62092 -2.01762 0.92828 0.4583
H 0.53287 -2.39446 -3.89467 0.3357
H -2.75009 3.18156 -2.48615 0.6184
C 1.17774 -5.30879 -0.76822 -0.1285
N -0.07922 -2.14226 0.28880 -0.3990
H -2.51954 0.52041 -5.08833 0.3303
C 0.57357 0.33249 -3.22267 -1.5756
H -0.46531 -7.46552 2.03311 0.4228
C 0.40545 -4.69105 0.23884 0.2595
C 1.83312 0.02957 -2.64220 0.6265
P -0.96853 -0.14358 -2.50328 0.9109
C 4.23308 -0.78467 -1.47243 -0.6741
H 3.24617 0.36536 4.62591 0.3566
C -1.96966 2.44250 -2.24370 -1.2826
C 0.18955 -3.29252 0.22783 0.4674
C 1.33800 -6.69583 -0.77125 -0.8491
H 5.15907 -0.33002 -3.37246 0.4753
H 0.86717 -2.40929 4.29046 0.6799
C 2.92591 -0.62827 4.28792 -1.8584
C -2.28513 1.12868 -2.98043 1.8567
H 2.43797 2.40134 3.81313 0.3286
C -0.18047 -5.48110 1.24852 -0.2875
C 1.64178 -0.58238 3.45014 1.8410
H -3.01525 -1.39506 -4.58632 0.3421
C 3.04305 -0.70114 -0.74056 -0.2647
C 3.04849 0.08917 -3.37776 -1.0025
C -2.02773 -1.86902 -4.52513 -1.9236
C -0.11404 3.00395 0.57776 -0.1197
H -1.96817 2.30683 -1.15422 -0.1872
H 1.91784 -7.16628 -1.56801 0.4243
H -3.33577 -0.40488 3.69460 0.3339
H -4.39198 1.04505 3.75471 0.5426
C 4.23050 -0.34418 -2.80079 -0.9207
S -2.60770 1.33915 2.24713 0.5852
H -4.50815 -0.08653 2.35087 0.3348
C -3.66221 0.62073 -2.50803 -1.8840
C -0.17719 -2.75585 -3.14022 -1.1869
H 1.63302 -4.68858 -1.54200 0.4220
H 5.01843 0.77740 1.53462 0.3591
O -2.09159 0.38145 1.13228 -0.6064
H -4.46626 2.78795 2.13257 0.5519
H 0.87749 -8.55808 0.22215 0.4372
H 0.89144 1.29022 4.35408 0.2923
H -2.64946 -3.52822 -2.38241 0.5315
C -3.84307 0.36279 3.09611 -1.2044
C -0.00199 -6.86365 1.24566 -0.7917
H -3.40631 -1.94805 -2.09944 0.3198
H 2.06996 2.56300 0.03043 0.0372
H 1.37432 2.99047 2.48401 0.1280
H -2.04306 -2.47709 -1.08323 0.0683
H -4.20500 1.93622 0.56144 0.2366
H -0.46199 -3.78684 -3.40609 0.6835
H 5.01847 2.37932 2.28689 0.5198
H 2.72452 -1.21814 5.19448 0.5397
H -0.78751 -4.99048 2.01318 0.4587
H 3.75307 -1.12224 3.75852 0.3511
H -1.00154 2.86295 -2.54550 0.2883
O -0.70113 3.96355 0.79808 -0.1419
H 3.00070 3.66707 2.70833 0.5539
H 1.82195 -2.68886 2.81942 0.3314
H 0.58845 0.86325 -4.17688 0.3889
Sn -0.08512 0.16545 0.00739 2.3226
```

- E_HOMO (spin up / spin down) (eV) = -15.2 / -16.2
- frontier orbital gap (spin up / spin down) (eV) = 5.27 / 6.41
- ΔE to the lowest compared entry with this formula, charge and spin (kcal/mol) = 0.0
- multiplicity = 1
- net charge = +3

no.,E (hartree)
1,-2798.37868
2,-2843.49470